Density functional theory data (the ωB97M-V functional and the def2-TZVPD basis) for a 6-piece molecular cluster, C25H31F5N2O18P overall.

HOMO energy: -11.6 eV
energy above the lowest of the compared OMol25 structures with the same formula, charge and spin: 0.0000 eV
orbital gap: 7.030 eV
LUMO level: -4.58 eV
total charge: +1

Last column: Löwdin charge in e.
CARTESIAN COORDINATES (ANGSTROEM)
H  0.388451  6.799811  0.232953  0.042
H  4.349279  0.822930  -1.434803  0.126
O  -0.684212  4.735391  -1.986915  -0.310
N  3.725272  2.650108  -2.246357  0.119
O  4.422023  -1.178153  -0.237509  0.123
P  0.804283  5.265987  -1.577280  0.919
H  -3.408884  1.753970  -1.367110  0.124
O  -6.107845  -1.296002  3.441117  0.191
N  -3.917465  4.101932  -1.825945  -0.001
C  1.812006  -2.288305  -0.890324  -0.035
O  6.285322  -1.506785  -1.456035  0.134
C  -0.175835  -1.541763  -1.669781  -0.549
C  0.698854  5.760699  0.172356  -0.247
H  -2.354954  -4.556086  7.710034  0.142
O  -1.091127  -3.176885  6.798309  0.077
C  7.506799  -2.566072  0.162666  -0.020
O  -0.226515  -2.884318  -1.736215  0.150
H  1.474571  -3.534581  -2.686089  0.176
H  -4.240025  3.748594  0.258404  0.111
C  -3.046172  -1.921859  2.163286  -0.315
C  2.849655  3.669684  -2.249649  -0.059
C  -3.103859  -2.497436  7.652609  -0.310
H  7.410759  -3.626718  -0.068619  0.152
C  0.506617  2.410153  0.483326  -0.450
H  0.009773  5.144779  0.748908  0.041
C  -3.449464  3.697594  -0.493053  -0.265
H  -1.466863  -0.395756  -6.045274  0.137
C  -2.762685  -0.777734  3.112215  -0.040
O  1.044397  -1.123345  -1.263214  0.056
H  -3.955784  5.110598  -1.885389  0.061
O  -4.305498  -2.378544  2.613180  0.132
H  3.037187  4.477246  -2.942110  0.124
C  -1.288224  -1.880634  6.480927  -0.562
H  -1.214758  5.469545  -2.316437  0.065
C  2.542700  1.550664  -0.559275  0.051
H  -1.529865  -3.421818  8.806917  0.146
F  -2.138000  -2.921938  2.274625  0.076
O  6.258110  -2.077364  0.686243  0.102
H  1.723004  -2.448362  0.184521  0.155
C  1.608739  2.581899  -0.545165  -0.034
H  2.473511  0.704248  0.104958  0.129
C  -2.916060  2.261999  -0.536802  -0.149
H  8.148001  -0.779435  -0.960223  0.175
F  -3.987488  -1.777728  -5.333462  0.083
H  -2.493492  -1.416428  -4.058839  0.155
H  -4.854206  3.755989  -1.987716  0.072
C  -4.955226  -1.320244  3.185205  -0.550
C  1.765295  3.684938  -1.402395  -0.232
O  -1.081987  -0.820747  -1.946090  0.152
O  -0.615713  -1.251965  5.731975  0.165
F  1.113774  -4.558367  -1.018580  0.100
C  -2.677815  -1.902302  -5.019072  -0.314
O  -2.378846  -1.394431  7.129412  0.133
C  5.554800  -1.556028  -0.320199  -0.546
C  -1.772160  -1.433964  -6.138076  -0.048
C  -1.050266  -3.415412  -5.320715  -0.554
C  -1.437644  2.156566  -0.823979  -0.148
H  -2.236328  -1.595511  -7.111676  0.146
O  -0.645055  -2.301271  -5.981173  0.064
F  -3.680601  -2.141410  8.819740  0.087
H  2.857059  -2.167535  -1.148348  0.107
H  1.696983  5.635283  0.596165  0.053
O  -2.339008  -3.273188  -4.910614  0.140
H  -1.141343  1.107636  -0.781934  0.100
C  1.106538  -3.379833  -1.670430  -0.292
H  -3.885075  -2.778270  6.944175  0.174
O  -4.082725  -0.308638  3.409874  0.073
H  -3.109889  1.745527  0.403059  0.112
H  4.513704  2.704561  -2.877809  0.184
H  -2.652381  4.379990  -0.201472  0.094
H  -2.161851  0.012898  2.669729  0.136
O  0.798630  1.852936  1.510302  0.183
O  -0.711346  2.880037  0.224747  -0.018
H  -1.189340  2.547803  -1.808347  0.115
H  -2.282278  -1.119635  4.027341  0.116
O  -0.367846  -4.359428  -5.113885  0.180
H  -3.123977  -1.638420  1.111247  0.169
F  8.260218  -2.406606  -2.095908  0.100
C  7.651801  -1.740900  -1.100163  -0.300
C  -2.013466  -3.533343  7.836029  -0.041
H  8.306643  -2.416691  0.880389  0.147
C  3.606685  1.606194  -1.416487  0.013

Force components x, y, z for each atom (eV/Å):
H 0.09 0.10 0.03
H 0.07 0.03 -0.18
O -0.06 -0.06 0.30
N 0.05 0.23 0.00
O 0.36 0.23 -0.02
P 0.44 0.76 -0.14
H -0.15 -0.24 0.18
O -0.05 -0.03 0.05
N 0.33 0.08 0.12
C -0.04 -0.16 -0.09
O 0.12 0.34 0.08
C -0.04 -0.24 0.03
C -0.12 -0.52 0.10
H 0.07 0.00 -0.16
O -0.04 -0.04 0.04
C 0.08 -0.04 0.06
O 0.06 0.06 -0.27
H -0.02 -0.09 0.00
H 0.02 0.12 0.09
C -0.04 -0.08 0.21
C 0.11 -0.11 -0.03
C 0.10 0.05 0.09
H 0.01 0.01 -0.09
C -0.03 -0.43 0.73
H -0.07 0.00 -0.02
C -0.11 -0.19 -0.22
H 0.13 -0.04 0.06
C 0.10 0.18 -0.04
O 0.08 -0.06 0.01
H -0.20 0.03 -0.02
O -0.06 0.11 -0.23
H 0.06 0.01 -0.06
C 0.08 0.02 0.17
H -0.08 -0.12 -0.26
C 0.08 0.01 0.06
H -0.06 0.07 0.04
F -0.02 -0.02 0.04
O 0.10 -0.05 0.02
H -0.07 -0.09 -0.01
C -0.10 -0.05 -0.15
H -0.15 0.04 0.08
C 0.27 0.33 -0.02
H 0.04 -0.01 -0.06
F 0.03 -0.11 -0.03
H -0.12 0.02 0.02
H -0.03 0.01 -0.09
C 0.07 -0.02 0.10
C -0.50 -0.21 0.01
O -0.02 0.13 0.00
O 0.01 0.00 -0.03
F -0.07 0.05 0.05
C -0.06 0.03 -0.03
O -0.16 -0.08 -0.25
C -0.10 -0.19 0.09
C 0.03 0.11 -0.03
C -0.12 0.06 -0.02
C -0.11 -0.43 -0.21
H -0.06 -0.05 0.03
O -0.01 0.06 -0.01
F 0.07 0.05 0.02
H -0.24 0.16 -0.15
H 0.05 0.27 0.08
O 0.15 0.05 0.14
H 0.04 0.09 0.02
C -0.02 -0.08 0.18
H -0.08 0.01 0.07
O 0.05 -0.01 -0.10
H -0.17 -0.06 -0.02
H 0.03 -0.11 -0.02
H -0.03 0.00 0.15
H -0.14 0.12 0.02
O -0.13 0.43 -0.37
O 0.17 0.00 -0.15
H 0.07 0.19 0.10
H 0.08 -0.10 -0.06
O 0.07 -0.07 0.03
H 0.08 -0.06 -0.04
F -0.09 -0.05 -0.03
C -0.03 -0.15 -0.03
C -0.01 -0.12 0.02
H -0.12 0.12 0.10
C 0.09 -0.15 -0.04

---

Density functional theory data (the ωB97M-V functional and the def2-TZVPD basis) for C40H34FeGeN4OS2 as an isolated structure at a distorted geometry.

HOMO energy (alpha / beta): -10.8 / -10.9 eV
multiplicity: 2
energy above the lowest of the compared OMol25 structures with the same formula, charge and spin: 1.0506 eV
orbital gap (alpha / beta): 5.482 / 6.739 eV
LUMO level (alpha / beta): -5.36 / -4.17 eV
total charge: +1
expectation value of S²: 0.955

Last column: Löwdin charge in e.
CARTESIAN COORDINATES (ANGSTROEM)
H  -4.869044  -1.638178  -1.070666  0.123
H  1.130921  1.488188  2.426626  0.096
C  -2.898439  -6.186110  -1.625966  -0.076
H  -3.498887  6.678547  -1.116430  0.116
H  2.553145  2.304111  4.273310  0.112
C  -1.605165  2.127441  -0.677148  -1.004
C  5.018989  -0.767818  -0.231072  -0.046
C  -3.464243  -2.064128  1.988499  0.011
S  -1.688792  1.502196  0.953777  0.811
Ge  -0.167469  -2.582022  -0.239732  1.011
C  -1.255801  -4.076104  -0.823730  -0.311
N  -0.658744  1.857640  -1.505823  -0.044
C  -2.174071  -1.690780  1.667654  -0.302
H  2.656586  1.049050  6.399199  0.113
C  -2.257902  5.371388  0.045649  -0.301
C  -1.794241  -1.406487  0.342696  -0.349
H  -5.449488  -2.331926  1.229157  0.121
H  -0.128479  -1.808867  4.838873  0.111
H  -0.810717  4.334351  1.250718  0.088
H  0.292492  8.292227  0.040171  0.105
H  0.969983  3.430237  -1.813631  0.082
H  3.642687  -2.304413  -4.568968  0.110
C  -1.037501  5.244214  0.703870  -0.057
C  2.030947  0.692614  5.591086  -0.060
C  2.924617  -2.306577  -3.758922  -0.066
H  0.504618  -3.059429  1.052733  0.047
H  1.572703  2.487486  -3.155931  0.111
H  1.320816  -1.014924  6.686249  0.113
H  3.898431  -3.896777  -2.692756  0.111
C  2.685354  -0.282752  0.124372  -0.305
H  5.977413  0.345400  -1.823396  0.111
H  2.272689  -3.913292  -0.849335  0.110
H  -2.380223  -5.622111  -3.630949  0.107
C  0.926021  -1.433057  -2.744575  -0.117
H  0.085363  -0.749634  -2.784042  0.097
C  0.470198  -0.917000  4.727516  -0.011
C  3.069454  -3.200756  -2.704796  -0.063
C  -1.433953  -4.355633  -2.178969  -0.096
C  -1.910608  -4.866220  0.124311  -0.113
H  -0.922713  -3.764856  -2.931975  0.099
C  -2.794847  -1.375129  -0.634848  -0.081
S  -2.938887  3.067595  -1.339961  0.927
C  1.851860  -1.425848  -3.779957  -0.069
C  1.278391  -0.464780  5.755900  -0.057
H  3.801534  -1.720265  1.254015  0.128
C  1.553508  1.437179  -1.288996  -0.205
C  -3.254838  4.246648  0.019879  -0.423
O  1.621959  -0.538208  0.835899  -0.171
C  3.940652  0.891996  -1.594791  -0.023
C  1.718457  2.696011  -2.092101  0.006
C  -4.430296  -2.056862  0.990433  -0.012
H  0.825445  6.176250  1.210063  0.103
N  -0.429450  -0.631265  2.437215  -0.049
C  -2.252161  -5.407237  -2.577293  -0.072
H  5.913572  -1.321247  0.025753  0.115
C  -2.725978  -5.918058  -0.273493  -0.076
N  -1.290986  -1.461843  2.765588  0.143
H  -3.707348  -2.304350  3.015577  0.128
H  -3.226049  -6.528062  0.468363  0.107
C  1.979932  1.395242  4.396530  -0.054
C  -4.102852  -1.673669  -0.307416  -0.025
H  -2.536418  -1.148330  -1.662863  0.128
Fe  -0.161743  -0.109814  0.546371  0.340
H  -4.250829  4.620401  -0.215797  0.079
C  3.862406  -0.995068  0.452826  0.006
C  -0.415860  7.473656  0.034339  -0.083
C  0.437306  -0.210454  3.533610  -0.213
C  2.713076  0.678231  -0.915355  -0.095
C  5.059684  0.182249  -1.275626  -0.058
C  2.147775  -3.208913  -1.666021  -0.103
H  -1.778236  -4.670809  1.184530  0.099
H  -1.880651  8.534920  -1.121583  0.108
C  1.183252  0.938796  3.357636  -0.031
C  -1.635866  7.610981  -0.613574  -0.071
C  1.072737  -2.319749  -1.680142  -0.332
C  -0.120129  6.287038  0.693701  -0.079
H  3.984855  1.603146  -2.406607  0.112
H  -3.532774  -7.005900  -1.937834  0.107
H  2.707868  3.115622  -1.943950  0.084
H  1.733792  -0.733460  -4.604212  0.110
N  0.341010  1.040361  -0.937066  -0.055
C  -2.547556  6.564459  -0.608106  -0.044
H  -3.312254  3.703278  0.961742  0.057

Force components x, y, z for each atom (eV/Å):
H 0.02 -0.02 0.01
H 0.00 -0.01 0.03
C 0.02 0.05 0.00
H 0.03 0.00 0.01
H 0.01 -0.02 0.00
C -0.19 -0.10 -0.32
C 0.15 0.13 -0.19
C -0.22 -0.04 -0.02
S 0.39 -0.16 -0.17
Ge -0.24 -1.91 -0.01
C -0.28 -0.23 -0.02
N 0.11 -0.15 0.64
C -0.01 -0.32 0.51
H -0.01 -0.01 -0.01
C -0.04 0.05 0.05
C 0.79 0.34 0.12
H 0.02 0.02 0.00
H 0.02 -0.01 0.03
H 0.00 0.01 -0.05
H 0.00 -0.03 -0.02
H 0.00 0.02 0.03
H 0.00 0.00 0.02
C 0.02 0.01 0.05
C 0.03 0.03 0.02
C -0.01 -0.03 0.07
H 0.00 0.23 0.05
H -0.01 -0.01 0.03
H -0.01 0.01 -0.01
H 0.00 0.02 0.00
C 0.05 -0.08 -0.19
H 0.01 -0.01 0.01
H 0.00 0.03 -0.02
H 0.00 0.00 0.02
C -0.03 -0.17 -0.06
H 0.03 -0.01 0.01
C 0.01 -0.14 0.11
C -0.03 0.02 -0.03
C -0.04 -0.09 0.09
C 0.01 -0.02 -0.11
H 0.00 -0.01 0.02
C 0.06 0.06 -0.12
S 0.02 -0.06 0.04
C 0.00 -0.02 0.02
C -0.03 -0.01 -0.10
H -0.01 0.03 0.00
C -0.28 -0.32 0.02
C 0.03 0.00 -0.12
O -0.42 0.05 0.16
C -0.19 0.01 0.08
C 0.00 -0.09 -0.08
C 0.06 -0.01 0.05
H -0.02 0.01 0.01
N 0.97 -0.57 0.95
C 0.01 0.04 0.05
H -0.01 0.02 -0.01
C 0.02 0.06 -0.03
N -0.88 0.24 -0.92
H -0.01 0.03 -0.03
H 0.02 0.00 -0.01
C -0.03 0.00 -0.01
C -0.06 -0.04 -0.05
H 0.00 0.01 0.00
Fe 0.19 2.39 0.39
H -0.02 0.01 0.09
C -0.13 0.06 0.01
C -0.04 -0.06 0.03
C -0.39 -0.12 -0.67
C 0.19 0.00 0.09
C 0.15 -0.21 0.15
C 0.04 0.12 -0.08
H 0.00 0.00 -0.02
H 0.00 -0.01 0.01
C 0.14 0.28 -0.05
C 0.01 -0.04 0.00
C 0.14 0.50 -0.29
C -0.02 -0.01 -0.03
H -0.01 -0.01 0.00
H 0.01 0.01 0.00
H 0.00 -0.01 -0.02
H -0.01 -0.02 -0.01
N -0.15 0.27 -0.20
C 0.02 0.04 -0.04
H 0.01 -0.01 0.01

---

Density functional theory data (the ωB97M-V functional and the def2-TZVPD basis) for C20H29MnNOP2 as an isolated structure at a distorted geometry.

HOMO energy (alpha / beta): -12.8 / -12.8 eV
multiplicity: 4
orbital gap (alpha / beta): 4.828 / 5.746 eV
LUMO level (alpha / beta): -7.97 / -7.05 eV
total charge: +2
expectation value of S²: 3.926

Last column: Löwdin charge in e.
CARTESIAN COORDINATES (ANGSTROEM)
H  0.730014  -3.984628  -2.629691  0.120
C  3.996028  -1.480230  -2.957277  -0.050
H  -1.871687  3.233249  -1.102657  0.042
C  0.494192  -2.908876  -2.448449  -0.211
C  0.251951  -0.288249  3.044749  -0.071
O  -0.006198  1.082222  2.748152  -0.234
C  3.723559  -0.133772  -2.788175  -0.010
C  -0.870864  3.853805  -4.003533  -0.038
H  -0.477742  -2.625840  -2.897438  0.098
C  2.080319  1.725506  -3.015400  0.010
C  -2.458654  2.535388  -0.493278  -0.287
P  -1.847750  0.816037  -0.761043  0.865
C  2.393095  0.379380  -2.918900  -0.144
H  -0.716730  -0.812740  2.997419  0.097
H  1.171970  4.328143  -3.494532  0.118
H  -3.147808  -0.275058  0.972970  0.030
H  -2.393626  -0.323355  -2.902945  0.082
H  -0.829172  1.420978  3.127351  0.131
H  1.621568  -4.595923  0.224527  0.085
H  3.173253  -3.447549  -2.922184  0.110
H  -1.119187  4.879006  -4.283956  0.118
H  -2.915949  3.157719  -4.071622  0.136
H  -2.332985  2.791473  0.564621  0.028
C  -0.200056  1.141427  -3.546571  -0.185
C  -2.462025  0.729795  -2.601941  -0.255
H  -4.231762  0.506116  -0.210708  0.059
H  5.024381  -1.814231  -2.943571  0.114
C  0.830308  2.166273  -3.376697  -0.157
C  1.315929  -0.591973  -3.153387  -0.201
H  2.708021  -3.192753  -0.167461  0.074
C  0.432249  3.532085  -3.588899  -0.012
H  0.957733  -0.700851  2.269191  0.097
H  -2.009994  -2.784659  -0.686180  0.057
N  0.122036  -0.155242  -3.506285  0.172
C  -1.865621  2.835932  -3.898382  -0.023
C  1.601367  -1.986244  -2.927193  -0.238
H  0.625856  -1.263692  -0.504744  0.032
C  1.724892  -3.493197  0.257862  -0.185
H  0.925575  1.779907  -0.416556  -0.059
H  1.720597  -3.169389  1.309009  0.055
P  0.379023  -2.656657  -0.603128  0.958
Mn  0.555789  1.903991  1.035812  0.755
H  0.620543  -0.335589  4.082555  0.115
H  -3.480822  1.137302  -2.629933  0.103
H  -1.387667  -2.178261  0.867731  0.042
H  -3.528642  2.598340  -0.749690  0.063
H  -3.441367  -1.053259  -0.604247  0.033
H  -1.336668  -3.922484  0.498488  0.077
H  2.655969  2.396083  -2.345187  0.143
C  -1.237911  -2.927618  0.066624  -0.206
C  2.931461  -2.416772  -2.982677  -0.024
C  -3.311006  -0.087361  -0.098794  -0.301
C  -1.566332  1.558281  -3.440287  -0.259
H  4.532745  0.599315  -2.627865  0.130

Force components x, y, z for each atom (eV/Å):
H -0.29 0.75 0.04
C -0.20 1.29 0.35
H -0.18 -0.08 0.11
C 0.02 -0.28 -0.13
C -0.41 -0.90 0.41
O -0.44 0.85 0.18
C 0.49 -0.05 0.09
C 2.00 -0.98 0.55
H 0.40 -0.26 0.28
C 0.47 0.64 2.24
C 0.25 -0.02 0.25
P -1.41 0.47 -1.09
C -0.47 -2.12 -0.89
H 0.53 -0.13 -0.06
H -0.10 -0.25 -0.06
H -0.27 -0.05 -0.21
H -0.34 0.18 0.13
H 0.13 -0.42 0.31
H -0.03 0.61 -0.06
H 0.05 -0.90 0.06
H 0.00 -0.42 0.08
H 0.70 -0.40 0.49
H -0.15 0.20 -0.04
C 1.89 0.51 0.67
C 0.55 -0.49 -0.13
H 0.34 -0.24 -0.04
H -0.05 -0.09 -0.09
C -2.19 -0.25 -1.03
C 1.53 1.67 -0.21
H -0.74 -0.17 0.05
C -0.99 0.71 -0.45
H -0.57 0.49 1.00
H 0.11 0.00 -0.10
N -1.71 -0.69 1.44
C -0.75 0.01 0.48
C 1.12 -0.68 -0.15
H -0.09 -0.41 0.15
C 0.31 -0.13 0.27
H 0.49 0.13 -0.80
H -0.04 -0.19 -0.22
P 0.97 0.62 -1.81
Mn -0.29 0.16 -0.84
H 0.23 -0.31 -0.64
H 0.11 -0.39 0.22
H -0.03 -0.43 -0.33
H 0.44 0.10 0.07
H 0.01 0.29 0.14
H -0.01 -0.06 -0.04
H 0.51 0.09 -1.51
C -0.38 0.11 0.96
C -1.45 1.52 0.51
C 0.08 -0.17 0.64
C 0.22 1.12 -1.02
H -0.36 -0.55 -0.18